66
Properties=species:S:1:pos:R:3 method="wB97M-V/def2-TZVPD" relative_energy_kj_mol=241.6 e_tot_ev=-93065.4152 charge=-1 gap_ev="6.1 / 7.0" multiplicity=4 s_squared=3.76 homo_ev="-3.6 / -4.5"
V 0.7113 0.4937 1.8973
O 1.9075 2.6685 3.8118
C 1.2063 3.8718 3.7033
C -0.3073 3.6697 3.5273
N -0.6307 2.9458 2.3126
C -0.3175 3.6337 1.0744
C 0.6245 2.7144 0.2624
O 0.5503 2.7118 -0.9683
O 1.3951 2.0007 0.9493
C -1.9578 2.3655 2.3652
C -1.8705 1.0218 3.1471
O -2.7606 0.7085 3.9293
O -0.8405 0.3571 2.8503
H 1.8185 2.1977 2.9540
H 1.3701 4.4167 4.6389
H 1.6098 4.4864 2.8800
H -0.6703 3.0683 4.3666
H -0.8024 4.6598 3.5509
H -1.2084 3.8267 0.4649
H 0.1810 4.5915 1.2575
H -2.7030 3.0315 2.8305
H -2.2812 2.1067 1.3520
S 2.9295 -0.5252 1.0530
C 2.1931 -1.7245 2.0179
C 2.6531 -3.0350 2.1716
C 2.0033 -3.8679 3.0580
C 0.9104 -3.3686 3.7694
C 0.4742 -2.0822 3.5196
N 1.0818 -1.2749 2.6437
H 3.5075 -3.3554 1.5960
H 2.3295 -4.8869 3.2046
H 0.4016 -3.9868 4.4948
H -0.3978 -1.6732 4.0161
C -2.8336 -2.1124 -1.8400
Si -1.3577 -2.7662 -0.8133
C -1.3976 -4.6756 -0.9931
C -1.7129 -2.3639 1.0090
C 0.3252 -2.1090 -1.3915
Te 0.5945 0.0451 -1.0996
C -0.6006 0.5180 -2.8819
Si 0.6199 0.9050 -4.2747
C -0.3524 1.0615 -5.9254
C 1.8900 -0.5105 -4.4785
C 1.5485 2.5411 -3.9772
H -3.7464 -2.6238 -1.5504
H -2.6907 -2.2736 -2.9026
H -2.9859 -1.0509 -1.6777
H -2.3300 -5.0701 -0.6038
H -0.5898 -5.1448 -0.4423
H -1.3150 -4.9889 -2.0284
H -2.7726 -2.4257 1.2421
H -1.3851 -1.3542 1.2564
H -1.1901 -3.0486 1.6734
H 0.5342 -2.3606 -2.4284
H 1.1125 -2.5541 -0.7839
H -1.2115 1.3874 -2.6580
H -1.2550 -0.3129 -3.1115
H -0.8892 0.1485 -6.1591
H 0.3155 1.2720 -6.7533
H -1.0779 1.8663 -5.8760
H 1.4122 -1.4405 -4.7702
H 2.3978 -0.6756 -3.5311
H 2.6388 -0.2760 -5.2286
H 0.8534 3.3696 -3.8914
H 2.2522 2.7716 -4.7722
H 2.0888 2.4840 -3.0387


60
Properties=species:S:1:pos:R:3 method="wB97M-V/def2-TZVPD" relative_energy_kj_mol=578.2 e_tot_ev=-85465.1859 gap_ev="4.0 / 5.5" multiplicity=3 s_squared=2.03 homo_ev="-3.8 / -5.2"
P -0.7195 2.1760 -0.6989
P 2.0899 -1.4543 0.7386
C -0.6995 0.2022 1.3868
C 0.2940 -0.8148 1.5675
H -1.6391 -0.0693 0.6473
H -1.3238 0.8928 1.9910
H 0.8043 -0.6510 2.4311
H -0.1187 -1.8011 1.6583
C 2.1850 -2.8675 -0.2676
H 2.7477 -3.6255 0.3267
H 2.6991 -2.6206 -1.2117
H 1.1613 -3.2177 -0.4002
C 2.4641 -1.9574 2.4088
H 1.6684 -2.6649 2.6900
H 2.4119 -1.0907 3.0962
H 3.4078 -2.4890 2.5233
C -1.1784 2.5240 -2.4522
H -0.5322 3.3955 -2.6201
H -2.2459 2.7912 -2.5300
H -0.9300 1.6379 -3.0710
C -1.2976 3.4944 0.3961
H -1.0112 3.2806 1.4417
H -2.3862 3.6498 0.3206
H -0.7831 4.3897 -0.0135
Ni -0.8438 -0.2222 -0.9352
C -2.4165 -1.7841 0.6008
C -1.8475 -2.2245 -0.5745
C -2.6136 -2.2674 -1.8565
C -3.5466 -1.0775 -2.1301
C -2.9556 0.2323 -1.7908
C -3.0850 0.9480 -0.6329
C -3.8366 0.4295 0.5740
C -3.6994 -1.0491 0.9130
C 1.1906 2.3039 -0.8164
H -1.8822 -1.7971 1.5435
H -0.9223 -2.8077 -0.5956
H -3.1872 -3.2277 -1.8577
H -1.9799 -2.3671 -2.7476
H -3.8320 -1.0669 -3.2054
H -4.4133 -1.1456 -1.4768
H -2.4266 0.6946 -2.6095
H -3.0810 2.0552 -0.7023
H -4.9497 0.6482 0.5770
H -3.5657 1.0348 1.4489
H -3.8203 -1.1707 2.0132
H -4.3814 -1.6962 0.3707
H 1.2764 3.3386 -0.3343
H 1.3494 2.4533 -2.0039
H 1.8673 1.5631 -0.2421
O 2.6104 1.2006 2.1601
C 3.4595 0.7175 1.4168
C 4.9165 1.0001 1.3012
C 5.4210 0.3577 0.0237
C 4.2470 -0.3699 -0.6121
O 4.1087 -0.8273 -1.7305
N 3.1842 -0.2418 0.3744
H 5.1411 2.0624 1.3404
H 5.3612 0.4750 2.1473
H 5.9077 1.1072 -0.5969
H 6.1769 -0.3892 0.2873


67
Properties=species:S:1:pos:R:3 method="wB97M-V/def2-TZVPD" relative_energy_kj_mol=0.0 e_tot_ev=-131765.6850 charge=+1 gap_ev=8.0 homo_ev=-10.3
Fe 0.1396 0.3600 0.4146
O 1.7212 -0.2742 1.4484
N 2.9388 -0.0591 0.9436
C 3.9728 -0.5943 1.6320
C 5.2627 -0.4026 1.2275
C 5.5005 0.3598 0.0805
C 4.4386 0.8850 -0.6103
C 3.1186 0.6737 -0.1829
S 1.7393 1.2723 -1.0186
H 3.6746 -1.1626 2.4993
H 6.0664 -0.8425 1.7981
H 6.5111 0.5317 -0.2627
H 4.5829 1.4732 -1.5050
C -2.1539 -2.4605 -4.2541
C -3.2074 -2.3542 -3.1587
S -2.7034 -1.5364 -1.6231
C -2.0810 -2.8815 -0.5803
C -0.5887 -3.2102 -0.6037
S 0.6010 -1.8571 -0.7869
C 0.5014 -1.4554 -2.5659
C 0.6104 -2.5970 -3.5671
S -0.8359 -3.6471 -3.8993
H -1.7152 -1.4848 -4.4679
H -2.6383 -2.8013 -5.1711
H -3.6157 -3.3363 -2.9162
H -4.0362 -1.7437 -3.5236
H -2.6424 -3.7837 -0.8294
H -2.3778 -2.5989 0.4290
H -0.3825 -3.9233 -1.3946
H -0.3021 -3.6882 0.3356
H 1.3676 -0.8108 -2.7112
H -0.3865 -0.8490 -2.7353
H 1.3855 -3.3042 -3.2631
H 0.9321 -2.1676 -4.5173
C -0.6996 -2.1674 2.8172
P -1.0525 -0.5067 2.1661
C -2.8704 -0.3805 2.1853
C -0.5715 0.5351 3.5991
C -0.7170 2.0065 3.2164
P 0.2790 2.2988 1.7013
C -0.3158 3.9288 1.1539
C 1.9218 2.6950 2.3706
H -1.1010 -2.9496 2.1766
H -1.1326 -2.2765 3.8125
H 0.3820 -2.2914 2.8772
H -3.2630 -0.5257 3.1928
H -3.3148 -1.1201 1.5194
H -3.1679 0.6002 1.8144
H 0.4730 0.2962 3.8165
H -1.1630 0.2729 4.4793
H -0.4252 2.6781 4.0267
H -1.7578 2.2342 2.9680
H -0.3583 4.6098 2.0049
H -1.3099 3.8401 0.7181
H 0.3557 4.3487 0.4050
H 1.8495 3.5337 3.0638
H 2.5986 2.9640 1.5588
H 2.3274 1.8280 2.8894
N -0.8708 2.7968 -2.2939
C -1.7388 2.0255 -1.6271
O -1.4413 1.3149 -0.6708
C -3.1771 2.0736 -2.0778
I -3.4041 1.1603 -3.9886
H 0.1175 2.7331 -2.0901
H -1.1558 3.2556 -3.1429
H -3.5394 3.0932 -2.1806
H -3.7845 1.5138 -1.3767


62
Properties=species:S:1:pos:R:3 method="wB97M-V/def2-TZVPD" relative_energy_kj_mol=106.3 e_tot_ev=-42838.4128 charge=+1 gap_ev=7.4 homo_ev=-12.3
C 0.2895 -5.9763 -0.1992
C 0.2257 -5.9166 -1.7853
C -0.5824 -4.6830 -2.3814
C -0.0921 -3.3012 -1.6917
C -0.0682 -2.0921 -2.7269
C 1.4359 -1.6165 -3.0588
C 2.0170 -0.9531 -1.7438
C 3.5808 -0.5895 -1.8305
C 4.1177 -0.6211 -0.3028
C 5.0486 0.6407 0.0468
C 4.3816 1.4589 1.2546
C 3.3219 2.5354 0.7129
C 2.5987 3.3527 1.8806
S 0.8131 2.8767 2.1106
C 0.7773 1.1616 2.8660
C 0.4393 0.0300 1.7673
O 1.0683 -1.0096 1.7536
N 0.0406 2.7507 0.5637
C -1.1398 3.2426 0.7225
O -2.0370 3.9641 0.8752
H 0.5539 -5.0040 0.3072
H -0.6610 -6.4329 0.2306
H 1.1189 -6.7149 0.0736
H 1.2635 -5.8871 -2.2404
H -0.3193 -6.8601 -2.1267
H -1.7015 -4.7356 -2.2432
H -0.2848 -4.5750 -3.4796
H 0.9584 -3.5360 -1.3026
H -0.6988 -3.0711 -0.7509
H -0.5654 -1.1908 -2.2427
H -0.6565 -2.3665 -3.6501
H 2.0271 -2.5176 -3.4177
H 1.3907 -0.9009 -3.9419
H 1.9293 -1.6824 -0.8699
H 1.4010 -0.0397 -1.4378
H 4.1697 -1.3879 -2.3930
H 3.7762 0.4128 -2.3119
H 3.2265 -0.5603 0.4104
H 4.6206 -1.6152 -0.0569
H 6.0209 0.2274 0.4493
H 5.2872 1.2953 -0.8423
H 3.8003 0.7722 1.9610
H 5.1863 1.9412 1.9047
H 3.9178 3.2720 0.0762
H 2.5661 2.0209 0.0342
H 2.5914 4.4388 1.5708
H 3.0923 3.1814 2.8897
H -0.0431 1.0908 3.6450
H 1.7973 0.9173 3.2957
H -0.4091 0.1952 1.0192
C -8.9310 2.9207 0.8395
O -7.7628 2.7821 1.6500
C -6.7997 3.6720 1.3828
O -6.8462 4.5385 0.5477
O -5.7683 3.4301 2.2099
C -4.6625 4.3111 2.0345
H -9.6386 2.1506 1.1442
H -9.3934 3.8968 0.9942
H -8.6887 2.7712 -0.2139
H -4.9557 5.3430 2.2368
H -4.2536 4.2174 1.0301
H -3.8919 4.0249 2.7506